{"formula": "C40H100F6N8O12V", "method": "wB97M-V/def2-TZVPD", "homo_ev": [-10.6, -10.6], "total_energy_ev": -121568.178, "spin_multiplicity": 3, "orbital_gap_ev": [4.85, 6.09], "e_lumo_ha": [-0.211, -0.166], "charge": 1, "elements": ["V", "C", "O", "O", "C", "F", "F", "F", "C", "C", "H", "H", "H", "H", "H", "H", "C", "O", "O", "C", "F", "F", "F", "C", "C", "H", "H", "H", "H", "H", "H", "C", "C", "C", "O", "C", "N", "H", "H", "H", "H", "H", "H", "H", "H", "H", "H", "H", "C", "C", "C", "O", "C", "N", "H", "H", "H", "H", "H", "H", "H", "H", "H", "H", "H", "C", "C", "C", "O", "C", "N", "H", "H", "H", "H", "H", "H", "H", "H", "H", "H", "H", "C", "C", "C", "O", "C", "N", "H", "H", "H", "H", "H", "H", "H", "H", "H", "H", "H", "C", "C", "C", "O", "C", "N", "H", "H", "H", "H", "H", "H", "H", "H", "H", "H", "H", "C", "C", "C", "O", "C", "N", "H", "H", "H", "H", "H", "H", "H", "H", "H", "H", "H", "C", "C", "C", "O", "C", "N", "H", "H", "H", "H", "H", "H", "H", "H", "H", "H", "H", "C", "C", "C", "O", "C", "N", "H", "H", "H", "H", "H", "H", "H", "H", "H", "H", "H"], "xyz": [[0.0967, 4.0377, 0.3755], [-0.0019, 0.6482, 0.3401], [1.4399, 0.7675, 0.4288], [-0.4202, 1.9828, 0.1207], [-0.5018, -0.5712, -0.6068], [-1.8257, -0.8995, -0.5586], [-0.2439, -0.1358, -1.8546], [0.2214, -1.6921, -0.5601], [2.1125, -0.0642, 1.3106], [3.5140, 0.3448, 1.1537], [3.7428, -0.0528, 0.1649], [3.7188, 1.4149, 1.1244], [4.2229, 0.0501, 1.9275], [1.9962, -1.1479, 1.2972], [1.9264, 0.3103, 2.3172], [-0.3679, 0.2272, 1.2766], [-2.4803, 4.6108, 1.7250], [-1.5635, 3.5843, 2.0605], [-1.8786, 4.9558, 0.5211], [-4.0256, 4.2923, 1.8706], [-4.8968, 5.0928, 1.2398], [-4.3040, 3.1235, 1.2856], [-4.3709, 4.2395, 3.1852], [-1.5565, 3.2124, 3.4603], [-0.5596, 2.0287, 3.7515], [-0.9452, 1.0645, 3.4202], [0.3849, 2.1168, 3.2145], [-0.1744, 2.0354, 4.7711], [-2.5413, 2.9081, 3.8146], [-1.1859, 4.0210, 4.0903], [-2.3146, 5.4223, 2.4336], [-0.7512, -1.7507, -5.0910], [0.4757, -2.6176, -4.5648], [1.1403, -3.7275, -5.4673], [0.1916, -4.7502, -5.8347], [0.6747, -5.8683, -6.6197], [1.4438, -1.6947, -4.0233], [-1.6290, -2.3862, -5.2080], [-0.5059, -1.3506, -6.0748], [-1.0830, -0.8246, -4.6215], [0.0868, -3.1632, -3.7051], [2.0147, -4.1618, -4.9825], [1.4318, -3.3473, -6.4463], [1.6015, -6.2305, -6.1746], [0.8047, -5.5756, -7.6615], [-0.0784, -6.6561, -6.6055], [1.0268, -1.0712, -3.3469], [2.0260, -2.1792, -3.3552], [4.6895, 1.8154, 3.8879], [4.2669, 3.2803, 3.7984], [3.3963, 3.7897, 4.9921], [3.0852, 5.1529, 4.7753], [2.1939, 5.6263, 5.7225], [5.3878, 4.2123, 3.6888], [3.8449, 1.1266, 3.9059], [5.2370, 1.5206, 4.7831], [5.3464, 1.5453, 3.0610], [3.6451, 3.4540, 2.9202], [3.9823, 3.6404, 5.8989], [2.4810, 3.2038, 5.0758], [1.7916, 6.6082, 5.4733], [2.7650, 5.7839, 6.6374], [1.2995, 5.0136, 5.8361], [5.7800, 4.1156, 4.6145], [6.0561, 3.6679, 3.1624], [-3.6861, 0.0659, -3.6640], [-3.8177, 1.3859, -2.8778], [-5.0933, 2.1780, -3.2884], [-4.9679, 3.6290, -3.2817], [-5.0334, 4.1685, -1.9637], [-3.8829, 1.1284, -1.4494], [-4.6407, -0.4507, -3.5637], [-2.9018, -0.5261, -3.1923], [-3.5923, 0.1940, -4.7424], [-2.9613, 1.9989, -3.1589], [-5.9564, 1.9656, -2.6574], [-5.3776, 2.1275, -4.3394], [-4.7929, 5.2268, -2.0653], [-4.3680, 3.7115, -1.2312], [-6.0235, 4.3716, -1.5554], [-3.9213, 1.8246, -0.7187], [-3.0503, 0.6118, -1.2046], [-3.3918, -1.2104, 1.9317], [-4.7833, -0.5621, 2.3108], [-4.5425, 0.7164, 3.2239], [-3.8666, 0.4944, 4.5015], [-4.7293, 0.1089, 5.5007], [-5.4440, -0.0787, 1.0955], [-2.6638, -0.5907, 1.4081], [-3.6014, -2.1145, 1.3600], [-2.9140, -1.6841, 2.7892], [-5.2752, -1.3166, 2.9246], [-5.4471, 1.3030, 3.3843], [-3.7805, 1.3407, 2.7574], [-5.3232, -0.7760, 5.2720], [-5.3196, 1.0063, 5.6858], [-4.2493, 0.0551, 6.4778], [-4.9995, 0.6142, 0.5104], [-5.3487, -0.9175, 0.5412], [-0.4349, -1.4620, 4.8532], [0.4049, -2.7096, 4.8533], [1.9969, -2.6203, 4.9396], [2.4768, -1.7666, 3.9388], [3.5765, -2.3068, 3.2653], [-0.0237, -3.6755, 5.8601], [-1.5020, -1.5762, 5.0441], [-0.4239, -1.1428, 3.8110], [-0.0423, -0.6769, 5.4994], [0.1908, -3.2383, 3.9245], [2.3638, -3.6429, 5.0281], [2.4445, -2.2173, 5.8481], [4.0857, -2.9362, 3.9952], [4.3513, -1.6282, 2.9084], [3.3559, -2.9273, 2.3967], [-0.1543, -3.2665, 6.7743], [0.7453, -4.3294, 5.8942], [3.5494, 3.0428, -2.1944], [2.3252, 3.9030, -1.6615], [1.1098, 3.6761, -2.4439], [0.0151, 4.2252, -1.7556], [-0.9434, 4.5273, -2.7595], [2.1243, 3.4099, -0.2742], [3.6648, 3.4918, -3.1809], [3.2772, 1.9895, -2.2617], [4.5084, 3.2769, -1.7322], [2.5539, 4.9687, -1.6759], [0.8756, 2.6333, -2.6581], [1.3325, 4.0575, -3.4404], [-1.1113, 3.6799, -3.4242], [-0.6356, 5.4032, -3.3306], [-1.8767, 4.6813, -2.2179], [2.9912, 3.6136, 0.2023], [2.0600, 2.4026, -0.2400], [-2.4502, -6.3894, -3.4672], [-2.8997, -4.9576, -3.0547], [-1.9791, -4.2037, -2.0606], [-2.0404, -4.7852, -0.7402], [-1.0851, -4.4164, 0.2402], [-3.0865, -4.1607, -4.1959], [-2.3375, -6.9420, -2.5344], [-1.6348, -6.2371, -4.1743], [-3.3137, -6.7900, -3.9982], [-3.8773, -5.1216, -2.6013], [-2.1624, -3.1324, -1.9789], [-0.9840, -4.3924, -2.4636], [-0.0412, -4.4111, -0.0732], [-1.1166, -5.0466, 1.1290], [-1.4217, -3.4016, 0.4522], [-2.2862, -4.2636, -4.8033], [-3.8794, -4.6258, -4.6145], [5.9010, -0.0648, -3.0722], [5.2623, -1.4498, -3.4612], [4.3807, -1.9671, -2.3221], [3.6345, -3.0772, -2.8081], [2.8277, -3.8009, -1.9019], [4.5874, -1.2878, -4.7614], [6.2289, 0.5840, -3.8843], [6.8906, -0.1841, -2.6311], [5.2319, 0.5571, -2.4775], [6.0991, -2.1391, -3.5744], [3.6499, -1.1943, -2.0834], [4.9796, -2.2255, -1.4488], [2.3227, -4.6692, -2.3252], [2.1031, -3.1045, -1.4799], [3.3973, -4.2209, -1.0729], [4.6193, -2.0473, -5.4264], [3.6581, -1.4198, -4.3884]], "lowdin_charge": [1.406, -0.268, -0.127, -0.200, -0.487, 0.107, 0.109, 0.148, -0.280, -0.072, 0.081, 0.071, 0.050, 0.128, 0.114, 0.132, -0.346, -0.179, -0.194, -0.508, 0.167, 0.131, 0.145, -0.172, -0.032, 0.054, 0.054, 0.081, 0.107, 0.121, 0.158, -0.029, -0.360, -0.141, -0.234, -0.075, 0.047, 0.046, 0.072, 0.047, 0.093, 0.111, 0.122, 0.084, 0.084, 0.083, 0.047, 0.013, -0.064, -0.431, -0.197, -0.180, -0.129, 0.052, 0.067, 0.089, 0.072, 0.110, 0.130, 0.112, 0.089, 0.097, 0.081, 0.075, 0.064, -0.046, -0.406, -0.151, -0.194, -0.127, 0.058, 0.086, 0.051, 0.087, 0.115, 0.127, 0.126, 0.085, 0.052, 0.090, 0.044, 0.038, -0.053, -0.357, -0.156, -0.219, -0.142, 0.051, 0.049, 0.072, 0.062, 0.130, 0.123, 0.087, 0.093, 0.086, 0.089, 0.025, 0.064, -0.058, -0.408, -0.188, -0.187, -0.121, 0.031, 0.080, 0.051, 0.082, 0.128, 0.111, 0.128, 0.089, 0.071, 0.092, 0.074, 0.057, -0.005, -0.348, -0.220, -0.263, -0.018, 0.014, 0.089, 0.084, 0.092, 0.159, 0.154, 0.154, 0.108, 0.119, 0.099, 0.103, 0.055, -0.032, -0.458, -0.154, -0.194, -0.103, 0.042, 0.080, 0.065, 0.075, 0.138, 0.110, 0.103, 0.072, 0.090, 0.059, 0.052, 0.084, -0.057, -0.388, -0.190, -0.239, -0.094, 0.055, 0.071, 0.068, 0.037, 0.133, 0.107, 0.134, 0.097, 0.067, 0.089, 0.073, 0.012]}

***

{"formula": "C4H14N", "method": "wB97M-V/def2-TZVPD", "homo_ev": -15.2, "total_energy_ev": -5858.036, "relative_energy_kcal_mol": 18.85, "orbital_gap_ev": 11.62, "e_lumo_ha": -0.132, "charge": 1, "elements": ["C", "C", "H", "H", "H", "H", "H", "H", "C", "C", "N", "H", "H", "H", "H", "H", "H", "H", "H"], "xyz": [[1.0110, -1.7466, 0.7308], [1.1210, -1.8816, -0.7647], [0.1261, -1.2113, 1.1204], [0.8445, -2.7280, 1.1931], [1.9014, -1.3990, 1.2635], [1.7985, -1.1872, -1.2693], [0.1897, -1.8531, -1.3471], [1.4402, -2.8840, -1.0748], [-1.2994, 1.2075, -1.1394], [-1.2451, 1.3514, 0.3576], [0.1398, 1.5938, 0.8824], [-2.2901, 1.1872, -1.5982], [-1.0173, 0.1732, -1.3963], [-0.6572, 1.9107, -1.6554], [-1.6766, 0.5147, 0.9266], [-1.9285, 2.1103, 0.7606], [0.7907, 1.7981, 0.1175], [0.2522, 2.3197, 1.5886], [0.4992, 0.7243, 1.3042]], "nbo_charge": [-0.641, -0.645, 0.164, 0.248, 0.219, 0.211, 0.214, 0.242, -0.658, -0.243, -0.678, 0.275, 0.239, 0.227, 0.237, 0.239, 0.445, 0.451, 0.457]}

***

{"formula": "C7H8N2O2", "method": "wB97M-V/def2-TZVPD", "homo_ev": -9.0, "total_energy_ev": -14463.341, "relative_energy_kcal_mol": 25.78, "orbital_gap_ev": 9.57, "e_lumo_ha": 0.021, "smiles": "C/C=C/c1cc(=O)[nH]c(O)n1", "elements": ["C", "C", "C", "C", "C", "C", "O", "N", "C", "O", "N", "H", "H", "H", "H", "H", "H", "H", "H"], "xyz": [[-3.5889, -0.0685, 0.0382], [-2.1532, 0.4071, 0.2580], [-1.1694, -0.3216, -0.3009], [0.3451, 0.0051, -0.1259], [0.7981, 1.2495, -0.0562], [2.2426, 1.3814, 0.0085], [2.9084, 2.3864, 0.0431], [2.8723, 0.1795, -0.0811], [2.3205, -1.0123, 0.0169], [3.1317, -2.0775, 0.1452], [1.0265, -1.2013, 0.1060], [-4.0737, -0.4788, 0.9939], [-4.1632, 0.8545, -0.3018], [-3.7146, -1.0079, -0.6728], [-1.9470, 1.3620, 0.7011], [-1.4063, -1.2717, -0.7618], [0.1749, 2.1024, 0.0974], [3.8636, 0.3040, -0.1589], [2.5326, -2.7922, 0.0511]], "nbo_charge": [-0.651, -0.158, -0.219, 0.219, -0.392, 0.633, -0.604, -0.602, 0.724, -0.639, -0.563, 0.222, 0.222, 0.221, 0.203, 0.211, 0.238, 0.433, 0.503]}

***

{"formula": "C3H6O2", "method": "wB97M-V/def2-TZVPD", "homo_ev": -10.4, "total_energy_ev": -7301.506, "relative_energy_kcal_mol": 50.09, "orbital_gap_ev": 11.43, "e_lumo_ha": 0.038, "smiles": "OC[C@H]1CO1", "elements": ["O", "C", "C", "C", "O", "H", "H", "H", "H", "H", "H"], "xyz": [[-1.7040, 0.6052, -1.1569], [-0.9941, 0.5312, 0.0642], [0.3921, 0.0160, -0.1976], [1.2150, -0.7274, 0.7567], [0.5648, -1.3854, -0.3202], [-1.0364, 0.6277, -1.8589], [-0.9324, 1.5236, 0.5396], [-1.5269, -0.1415, 0.7460], [0.8864, 0.5876, -1.0025], [0.8359, -0.9831, 1.7473], [2.2995, -0.6540, 0.6823]], "nbo_charge": [-0.703, -0.087, 0.022, -0.108, -0.482, 0.463, 0.167, 0.187, 0.170, 0.186, 0.185]}

***

{"formula": "CH3NO4", "method": "wB97M-V/def2-TZVPD", "homo_ev": -10.7, "total_energy_ev": -10760.410, "relative_energy_kcal_mol": 71.60, "orbital_gap_ev": 11.10, "e_lumo_ha": 0.015, "smiles": "O=[N+]([O-])O.C=O", "elements": ["O", "N", "O", "O", "H", "C", "O", "H", "H"], "xyz": [[1.5335, -0.0960, 0.4296], [1.8680, 0.8082, -0.2915], [2.7252, 1.5657, -0.0398], [1.2147, 0.9241, -1.4877], [0.4292, 0.2286, -1.3311], [-1.9129, -0.8412, 0.6148], [-1.6235, -0.8460, -0.5305], [-1.7968, -0.1367, 1.4428], [-2.4374, -1.6067, 1.1934]], "nbo_charge": [-0.416, 0.729, -0.329, -0.508, 0.520, 0.321, -0.508, 0.104, 0.088]}